C29H37CeCl2N8O7 as an isolated structure in a non-equilibrium geometry, computed with wB97M-V/def2-TZVPD.

The HOMO energy (spin up / spin down) is -7.40 / -7.43 eV. The expectation value of S² is 0.75. For the energy relative to the best compared isomer or geometry (same formula, charge and spin), the calculation gives 127.4 kJ/mol. The spin multiplicity is 2.

Structure (XYZ):
```
84
C29H37CeCl2N8O7 wB97M-V/def2-TZVPD
Ce 1.203 -0.385 0.185
O 0.472 -1.996 -1.195
C 0.845 -3.187 -1.609
C -0.159 -3.967 -2.260
C 0.126 -5.232 -2.710
C 1.419 -5.771 -2.562
C 2.332 -5.125 -1.730
C 2.063 -3.825 -1.315
C 3.061 -3.289 -0.433
N 3.119 -2.140 0.069
N 4.244 -2.007 0.950
C 4.161 -0.868 1.592
O 3.211 -0.037 1.504
C 5.256 -0.579 2.577
C 5.427 0.716 3.069
C 6.457 0.961 3.960
C 7.315 -0.081 4.395
C 7.076 -1.376 4.006
C 6.091 -1.618 3.059
H -1.082 -3.518 -2.392
H -0.609 -5.842 -3.187
H 1.522 -6.795 -3.061
H 3.232 -5.613 -1.379
H 3.827 -4.012 -0.204
H 4.876 1.546 2.726
H 6.718 1.961 4.209
H 8.139 0.157 5.046
H 7.713 -2.214 4.387
H 5.895 -2.638 2.745
N 0.625 2.087 1.467
C 0.063 1.886 2.753
C -0.678 3.109 3.246
C -2.194 3.097 3.051
C -2.647 2.571 1.663
N -4.055 2.129 1.495
C -4.291 0.799 1.342
N -5.273 0.473 0.493
N -3.750 -0.096 2.127
C -0.739 0.528 2.802
O -1.605 0.286 3.645
O -0.436 -0.291 1.848
H 1.468 2.661 1.530
H 0.047 2.634 0.813
H 0.887 1.712 3.382
H -0.337 3.987 2.726
H -0.505 3.250 4.289
H -2.656 4.122 3.176
H -2.548 2.390 3.851
H -2.004 1.726 1.378
H -2.537 3.375 0.945
H -4.542 2.769 0.892
H -5.203 1.065 -0.358
H -5.522 -0.527 0.291
H -3.050 0.101 2.872
H -3.693 -1.040 1.713
C -1.383 -0.904 -4.113
C -2.294 0.303 -4.251
C -1.891 1.614 -3.444
C -3.033 2.614 -3.488
C -2.930 3.760 -2.452
C -0.695 2.197 -4.206
O -0.742 2.896 -5.201
N 0.561 2.060 -3.548
C 0.768 1.372 -2.380
O 1.958 1.030 -2.139
N -0.215 1.160 -1.533
C -1.512 1.235 -1.966
O -2.509 1.070 -1.251
H -1.971 -1.762 -4.499
H -1.118 -1.228 -3.086
H -0.397 -0.886 -4.647
H -3.306 0.061 -3.908
H -2.424 0.516 -5.311
H -3.824 2.005 -3.312
H -3.034 3.000 -4.529
H -3.291 3.424 -1.480
H -3.343 4.642 -2.851
H -1.885 4.091 -2.254
H 1.378 2.562 -4.036
Cl -2.951 -4.062 2.420
C -2.178 -2.944 1.198
Cl -3.286 -2.332 -0.079
H -1.356 -3.450 0.719
H -1.870 -2.076 1.757
```